[1]
DFT (ωB97M-V with the def2-TZVPD basis set) results for a molecular structure, C39H43ClP2Si2Tb.

Values from the calculation:
- Molar mass: 824.27 u
- Multiplicity: 7
- Total charge: +1
- Frontier orbital gap (spin up / spin down): 5.1 / 5.5 eV
- Maximum force: 5.209 eV Å⁻¹

Positions of all 88 atoms, in Å:
C -1.78 -0.83 3.29
C -2.19 -0.32 2.01
C -2.08 -1.38 1.07
H -2.61 0.67 1.81
C -1.57 -2.53 1.76
C -1.40 -2.19 3.13
H -1.05 -2.85 3.92
H -1.84 -0.30 4.25
H -2.39 -1.34 0.03
H -1.41 -3.52 1.31
Tb 0.31 -0.82 1.77
Si 0.98 0.49 -1.33
C -0.09 2.03 -1.54
C 0.43 3.23 -2.03
H 1.49 3.29 -2.27
C -0.43 4.29 -2.34
H -0.02 5.20 -2.79
C -1.80 4.18 -2.09
H -2.46 5.01 -2.31
C -2.32 3.00 -1.56
H -3.39 2.88 -1.38
C -1.47 1.92 -1.30
H -1.87 0.97 -0.95
C 0.17 -1.28 -1.83
C -1.17 -1.32 -2.49
H -1.76 -0.40 -2.67
C -1.90 -2.56 -2.48
H -2.87 -2.57 -2.99
C -1.37 -3.68 -1.87
H -1.92 -4.63 -1.95
C -0.16 -3.64 -1.16
H 0.16 -4.54 -0.62
C 0.61 -2.48 -1.13
H 1.52 -2.42 -0.54
H 0.11 0.14 -0.07
Si 0.29 -0.49 -3.48
C 0.95 -1.79 -4.61
C 0.32 -1.83 -5.86
H 0.07 -0.89 -6.37
C -0.11 -3.07 -6.36
H -0.78 -3.09 -7.23
C 0.27 -4.23 -5.68
H -0.15 -5.17 -6.00
C 1.16 -4.19 -4.60
H 1.46 -5.11 -4.10
C 1.57 -2.94 -4.12
H 2.31 -2.89 -3.31
C 0.12 1.11 -4.57
C -1.22 1.36 -4.89
H -1.99 0.67 -4.52
C -1.65 2.48 -5.60
H -2.72 2.65 -5.71
C -0.71 3.37 -6.09
H -1.04 4.24 -6.64
C 0.64 3.14 -5.88
H 1.38 3.86 -6.24
C 1.05 2.01 -5.13
H 2.11 1.87 -4.94
H 2.40 0.82 -1.47
Cl 2.54 0.11 0.88
C 3.55 -0.44 4.20
P 1.85 -1.06 4.13
C 1.92 -2.80 4.62
C 1.03 -0.16 5.50
C 1.10 -0.63 6.81
C 0.43 0.06 7.82
C -0.26 1.24 7.54
C -0.30 1.74 6.23
C 0.32 1.04 5.20
P 0.26 1.60 3.44
C -1.21 2.68 3.43
C 1.59 2.86 3.43
H 4.02 -0.55 3.22
H 4.08 -1.02 4.96
H 3.54 0.62 4.48
H 1.93 -2.90 5.71
H 1.06 -3.35 4.22
H 2.84 -3.24 4.19
H 1.68 -1.52 7.05
H 0.46 -0.34 8.84
H -0.77 1.78 8.34
H -0.84 2.67 6.03
H -0.98 3.63 3.93
H -1.49 2.88 2.39
H -2.06 2.20 3.93
H 1.33 3.63 4.16
H 2.55 2.40 3.68
H 1.64 3.29 2.42

[2]
DFT (ωB97M-V with the def2-TZVPD basis set) results for a molecular structure, C39H43FLuN8.

Values from the calculation:
- Molar mass: 817.79 u
- Total charge: +1
- Frontier orbital gap: 6.3 eV
- Maximum force: 4.575 eV Å⁻¹

Positions of all 92 atoms, in Å:
Lu 0.37 -1.14 -0.01
C -2.47 -4.54 1.68
C -3.41 -3.56 2.09
C -3.24 -2.21 1.87
C -2.05 -1.85 1.25
N -1.12 -2.78 0.88
C -1.38 -4.06 1.03
N -1.65 -0.54 0.83
C -1.01 0.25 1.74
N 0.25 0.58 1.49
C 0.71 1.47 2.47
N 1.97 1.81 2.30
C 2.58 2.72 3.24
C 3.47 3.62 2.57
C 4.21 4.49 3.34
C 4.06 4.38 4.72
C 3.09 3.49 5.27
N 2.38 2.70 4.50
C -0.45 1.77 3.37
C -0.63 2.84 4.23
C -1.80 2.87 4.97
C -2.86 2.02 4.60
C -2.74 1.08 3.57
C -1.46 0.90 3.00
H -2.78 -5.58 1.92
H -4.34 -3.87 2.51
H -3.89 -1.46 2.19
H -0.63 -4.72 0.50
H 3.59 3.50 1.51
H 4.89 5.19 2.89
H 4.76 4.91 5.37
H 2.90 3.50 6.35
H 0.18 3.55 4.38
H -1.88 3.70 5.62
H -3.81 2.01 5.16
H -3.54 0.42 3.28
N 1.62 -2.29 1.83
C 2.96 -2.87 1.49
C 4.01 -1.74 1.14
C 3.93 -1.06 -0.19
N 2.63 -0.36 -0.51
H 1.70 -1.43 2.44
H 1.08 -3.01 2.26
H 2.79 -3.51 0.57
H 3.42 -3.43 2.26
H 4.98 -2.30 1.11
H 4.09 -0.98 1.93
H 4.11 -1.80 -0.98
H 4.70 -0.29 -0.23
H 2.58 -0.03 -1.50
H 2.66 0.56 0.01
C 1.49 2.44 -2.54
C 0.50 1.98 -1.50
C 0.46 3.06 -0.35
C -0.79 1.55 -2.22
C -1.60 2.57 -2.78
C -2.83 2.31 -3.27
C -3.29 0.99 -3.30
C -2.51 -0.05 -2.90
C -3.17 -1.44 -2.78
C -4.18 -1.37 -1.61
C -3.71 -1.92 -4.10
C -1.23 0.26 -2.43
N -0.40 -0.84 -2.04
C 0.20 -1.44 -3.13
C 0.05 -1.23 -4.52
C 0.58 -2.09 -5.50
C 1.48 -3.06 -5.16
C 1.73 -3.30 -3.77
C 1.08 -2.52 -2.88
F 1.26 -2.90 -1.51
H 2.42 2.75 -2.02
H 1.05 3.33 -3.05
H 1.59 1.68 -3.35
H 0.93 1.11 -1.02
H 0.16 4.06 -0.62
H 1.51 3.32 -0.13
H -0.21 2.75 0.54
H -1.25 3.58 -2.61
H -3.46 3.13 -3.62
H -4.34 0.80 -3.57
H -2.29 -2.02 -2.51
H -5.15 -1.03 -1.95
H -3.90 -0.54 -0.89
H -4.28 -2.37 -1.09
H -4.66 -1.45 -4.44
H -3.95 -2.99 -4.02
H -2.87 -1.99 -4.84
H -0.62 -0.48 -4.83
H 0.40 -1.90 -6.59
H 1.87 -3.59 -5.95
H 2.41 -4.10 -3.42

[3]
DFT (ωB97M-V with the def2-TZVPD basis set) results for 7 unconnected molecules or ions with the total composition C39H43N7O14.

Values from the calculation:
- Molar mass: 833.81 u
- Total charge: 0
- Frontier orbital gap: 4.4 eV
- Maximum force: 15.307 eV Å⁻¹

Positions of all 103 atoms, in Å:
C 25.32 -14.62 34.10
C 24.55 -16.01 34.25
C 23.92 -16.20 35.68
C 22.60 -15.33 35.78
C 21.65 -15.94 34.79
C 22.18 -15.88 33.23
N 23.69 -16.28 33.17
O 24.21 -16.40 32.04
C 22.01 -14.50 32.66
C 21.49 -16.91 32.41
C 25.72 -17.10 34.31
H 26.10 -14.35 34.79
H 24.68 -13.83 34.28
H 25.72 -14.49 33.06
H 24.56 -15.73 36.49
H 23.64 -17.08 35.97
H 22.60 -14.44 35.75
H 22.05 -15.63 36.77
H 20.80 -15.37 34.88
H 21.45 -17.03 34.97
H 22.57 -13.67 33.42
H 21.08 -14.24 32.68
H 22.40 -14.35 31.74
H 20.27 -16.77 32.33
H 21.62 -17.91 32.69
H 21.66 -16.68 31.45
H 25.22 -18.02 34.37
H 26.32 -17.11 35.26
H 26.22 -17.09 33.52
N 22.88 -20.77 33.95
O 22.90 -21.35 32.81
O 23.10 -19.55 34.04
O 22.50 -21.57 34.83
C 23.00 -25.85 37.12
C 23.88 -27.04 36.85
C 24.36 -27.26 35.47
C 24.44 -26.13 34.39
C 23.60 -24.86 34.75
C 22.78 -24.86 36.16
N 25.06 -26.33 33.03
O 25.18 -25.40 32.29
O 25.66 -27.40 32.77
H 22.65 -25.79 37.99
H 24.10 -27.67 37.57
H 25.11 -27.98 35.25
H 23.44 -24.21 33.98
H 22.19 -24.08 36.31
C 26.29 -21.16 33.85
C 27.59 -20.58 34.23
C 28.97 -21.23 33.86
C 28.81 -22.71 33.33
C 27.36 -23.19 32.77
C 26.13 -22.39 33.17
N 30.08 -23.46 33.24
O 30.02 -24.57 32.51
O 31.03 -23.15 33.91
H 25.52 -20.69 34.32
H 27.61 -19.61 34.87
H 29.84 -20.78 34.32
H 27.32 -24.05 32.05
H 25.18 -22.73 32.73
C 20.50 -19.71 29.19
C 21.23 -20.56 30.32
C 20.94 -22.11 30.15
C 20.27 -22.69 28.93
C 19.83 -21.60 27.86
C 19.98 -20.17 28.05
N 20.13 -24.09 28.66
O 19.25 -24.46 27.76
O 20.60 -24.83 29.57
H 20.78 -18.69 29.16
H 21.92 -20.34 31.05
H 21.27 -22.61 31.01
H 19.52 -21.85 26.94
H 19.65 -19.51 27.35
C 24.41 -20.07 37.21
C 25.86 -19.70 37.47
C 26.12 -18.26 38.08
C 24.99 -17.50 38.74
C 23.56 -18.01 38.45
C 23.33 -19.29 37.63
N 25.23 -16.18 39.46
O 24.31 -15.79 40.27
O 26.02 -15.46 39.04
H 24.14 -20.93 36.57
H 26.69 -20.19 37.06
H 27.13 -17.94 38.12
H 22.88 -17.48 38.89
H 22.22 -19.53 37.66
C 17.75 -21.03 32.81
C 19.07 -21.74 33.23
C 19.03 -22.49 34.54
C 17.62 -22.84 35.14
C 16.33 -22.18 34.73
C 16.49 -21.29 33.47
N 17.57 -23.92 36.18
O 18.59 -24.59 36.54
O 16.43 -24.25 36.59
H 17.73 -20.50 31.76
H 19.77 -21.51 32.54
H 19.91 -23.06 35.06
H 15.49 -22.40 35.26
H 15.57 -20.97 33.00

[4]
DFT (ωB97M-V with the def2-TZVPD basis set) results for 5 unconnected molecules or ions with the total composition C39H44BCl2F5N3O19PS3.

Values from the calculation:
- Molar mass: 1162.67 u
- Total charge: 0
- Frontier orbital gap: 8.2 eV
- Maximum force: 1.386 eV Å⁻¹

Positions of all 117 atoms, in Å:
C -1.18 1.65 -3.84
C -0.22 1.74 -3.14
C 0.92 1.88 -2.22
C 1.50 0.52 -1.91
C 1.07 -0.12 -0.74
C 1.45 -1.42 -0.49
C 2.30 -2.09 -1.36
C 2.79 -1.46 -2.49
B 3.79 -2.39 -3.32
C 5.35 -2.20 -3.38
O 3.21 -3.47 -3.92
C 2.39 -0.14 -2.77
P 3.13 0.62 -4.22
O 2.93 -0.51 -5.36
O 2.29 1.88 -4.77
S 4.95 1.19 -3.98
S 0.83 -2.29 0.91
C 0.70 -0.94 2.06
C 0.85 -1.19 3.43
C 1.11 -2.61 3.88
C 2.53 -2.79 4.42
C 2.80 -4.13 5.14
C 1.58 -4.80 5.78
N 1.99 -5.59 6.96
C 0.93 -5.98 7.78
C 0.21 -4.90 8.55
O 0.61 -7.15 7.91
C 0.71 -0.09 4.30
S 0.69 -0.33 6.05
O -0.07 0.68 6.69
O 0.42 -1.69 6.38
F 2.18 -0.09 6.43
C 0.52 1.22 3.80
C 0.42 2.44 4.65
Cl 1.84 2.94 5.51
C -0.71 3.14 4.72
C -1.99 2.79 4.05
Cl -0.78 4.60 5.66
C 0.40 1.41 2.43
O 0.18 2.66 1.94
C 1.30 3.32 1.33
C 2.66 2.98 1.91
C 0.45 0.32 1.55
N 0.20 0.57 0.16
N -1.17 0.34 -0.18
H -2.11 1.67 -4.36
H 1.66 2.56 -2.63
H 0.51 2.33 -1.32
H 2.57 -3.12 -1.14
H 5.63 -1.81 -4.35
H 5.67 -1.45 -2.66
H 5.87 -3.15 -3.19
H 3.90 -4.09 -4.17
H 3.30 -0.14 -6.17
H 1.40 1.61 -5.08
H 0.34 -2.86 4.61
H 0.98 -3.29 3.04
H 2.85 -1.96 5.04
H 3.19 -2.76 3.54
H 3.30 -4.84 4.47
H 3.50 -3.94 5.95
H 1.07 -5.46 5.07
H 0.88 -4.05 6.15
H 2.52 -6.41 6.70
H -0.78 -4.76 8.13
H 0.75 -3.95 8.55
H 0.09 -5.23 9.57
H -2.05 1.73 3.83
H -2.84 3.11 4.64
H -2.04 3.33 3.09
H 1.32 3.13 0.26
H 1.12 4.38 1.47
H 2.98 1.95 1.70
H 2.72 3.17 2.97
H 3.38 3.64 1.42
H -1.75 1.07 0.21
H -1.49 -0.58 0.13
O -3.62 -1.58 0.51
C -4.51 -0.94 0.05
O -4.37 -0.01 -0.92
C -5.67 0.43 -1.32
C -6.50 0.09 -0.09
F -7.76 -0.27 -0.41
O -5.81 -1.03 0.44
H -6.00 -0.15 -2.18
H -5.66 1.48 -1.56
H -6.53 0.88 0.66
O 1.07 -5.44 2.06
C 0.06 -5.91 1.65
O -0.10 -7.20 1.26
C -1.48 -7.41 0.98
C -1.97 -6.01 0.71
F -3.25 -5.82 1.11
O -1.10 -5.22 1.50
H -1.97 -7.83 1.87
H -1.60 -8.09 0.15
H -1.88 -5.69 -0.34
O -1.33 7.36 -4.56
C -0.60 6.55 -5.03
O 0.74 6.71 -5.18
C 1.30 5.48 -5.64
C 0.09 4.82 -6.27
F 0.12 3.47 -6.13
O -0.98 5.34 -5.50
H 1.66 4.90 -4.80
H 2.11 5.66 -6.34
H -0.07 5.06 -7.32
O -2.08 4.26 -8.31
C -2.96 5.05 -8.27
O -2.82 6.34 -7.89
C -4.06 7.01 -8.09
C -5.04 5.86 -8.08
F -6.09 6.07 -8.91
O -4.26 4.79 -8.57
H -4.05 7.51 -9.07
H -4.23 7.75 -7.31
H -5.42 5.61 -7.09

[5]
DFT (ωB97M-V with the def2-TZVPD basis set) results for a molecular structure, C39H44BrCsN6O2.

Values from the calculation:
- Molar mass: 841.63 u
- Total charge: -2
- Frontier orbital gap: 5.1 eV
- Maximum force: 0.571 eV Å⁻¹

Positions of all 93 atoms, in Å:
Cs 0.00 -0.60 0.92
C 2.56 0.21 -3.45
C 2.23 1.64 -3.01
C 3.00 2.00 -1.75
C 0.73 1.80 -2.87
C -0.08 1.86 -4.00
C -1.46 1.98 -3.91
C -2.08 2.05 -2.66
C -3.57 2.20 -2.55
C -1.28 2.00 -1.53
C 0.10 1.87 -1.63
H 3.64 0.09 -3.58
H 2.08 -0.05 -4.40
H 2.23 -0.52 -2.70
H 2.54 2.32 -3.81
H 2.76 1.33 -0.92
H 2.79 3.02 -1.42
H 4.07 1.91 -1.94
H 0.39 1.80 -4.98
H -2.06 2.01 -4.81
H -3.88 3.24 -2.60
H -3.93 1.79 -1.60
H -4.09 1.66 -3.35
H -1.74 2.03 -0.55
H 0.68 1.86 -0.71
N -3.05 0.28 2.30
N -3.51 -0.79 3.09
C -2.57 -1.85 3.41
O -2.86 -2.49 4.43
O -1.62 -2.00 2.60
H -2.63 1.02 2.85
H -3.82 0.65 1.76
H -3.99 -0.52 3.94
N 4.20 -0.73 2.43
C 5.34 -0.62 2.64
H 3.22 -0.83 2.27
C -0.20 -2.33 -4.89
N -0.88 -2.97 -3.80
C -1.39 -4.29 -4.10
C -0.28 -2.77 -2.49
C 1.16 -3.19 -2.20
C 1.79 -4.16 -2.99
C 3.11 -4.53 -2.72
C 3.77 -3.93 -1.66
C 3.10 -2.98 -0.88
C 1.78 -2.55 -1.11
H -0.85 -2.31 -5.77
H 0.76 -2.80 -5.18
H 0.02 -1.29 -4.62
H -2.12 -4.22 -4.92
H -1.90 -4.69 -3.23
H -0.63 -5.02 -4.41
H -0.94 -3.27 -1.76
H -0.34 -1.70 -2.26
H 1.27 -4.63 -3.82
H 3.61 -5.27 -3.33
H 4.79 -4.20 -1.43
H 3.67 -2.54 -0.06
Br -5.42 -4.80 -2.31
C -4.38 -3.28 -1.81
C -4.03 -3.10 -0.49
C -3.27 -1.97 -0.18
N -2.86 -1.09 -1.10
C -3.20 -1.31 -2.37
C -3.96 -2.39 -2.78
H -4.32 -3.79 0.29
H -2.95 -1.79 0.84
H -2.81 -0.61 -3.09
H -4.19 -2.54 -3.83
N 1.36 1.98 1.80
C 1.96 3.02 2.13
C 2.53 3.31 3.51
C 2.74 4.60 3.99
C 3.20 4.82 5.28
C 3.48 3.75 6.12
C 3.28 2.46 5.65
C 2.80 2.24 4.37
C 2.16 4.15 1.11
C 1.10 4.53 0.30
C 1.27 5.44 -0.73
C 2.52 5.99 -0.97
C 3.60 5.62 -0.17
C 3.41 4.72 0.87
H 2.53 5.45 3.34
H 3.35 5.84 5.63
H 3.85 3.92 7.12
H 3.49 1.61 6.29
H 2.60 1.25 3.99
H 0.14 4.06 0.47
H 0.43 5.71 -1.36
H 2.67 6.69 -1.79
H 4.58 6.04 -0.36
H 4.25 4.43 1.50